1.
C13H28N5RhSi | the ωB97M-V functional and the def2-TZVPD basis

Results
ΔE to the lowest compared entry with this formula, charge and spin: 15.57 kJ/mol
charge: +2
orbital gap (spin up / spin down): 6.0572 / 6.1185 eV

Geometry (Å):
Rh -0.169 -0.228 0.044
N 1.834 -0.586 0.750
C 2.425 -1.826 0.175
C 1.326 -2.829 -0.042
N 0.210 -2.225 -0.798
C 0.398 -2.118 -2.264
C 1.098 -0.844 -2.653
N 0.402 0.299 -2.024
H 2.455 0.205 0.611
H 1.734 -0.700 1.755
H 3.175 -2.255 0.835
H 2.928 -1.585 -0.755
H 0.933 -3.139 0.927
H 1.714 -3.716 -0.545
H -0.613 -2.795 -0.638
H -0.591 -2.141 -2.718
H 0.960 -2.967 -2.658
H 1.114 -0.776 -3.739
H 2.129 -0.832 -2.322
H -0.451 0.499 -2.535
H 0.983 1.129 -2.074
C -3.122 0.122 -2.579
C -3.045 0.915 -1.304
C -3.930 1.964 -1.044
C -3.878 2.634 0.163
C -2.971 2.231 1.140
C -2.126 1.191 0.824
N -2.136 0.585 -0.386
N -1.183 0.604 1.624
Si -1.296 0.133 3.373
C -1.174 1.579 4.506
C -2.952 -0.692 3.427
C 0.071 -1.102 3.606
H -4.114 -0.321 -2.677
H -2.387 -0.682 -2.576
H -2.975 0.760 -3.455
H -4.652 2.235 -1.804
H -4.554 3.460 0.355
H -2.907 2.709 2.110
H -1.981 2.298 4.341
H -0.217 2.097 4.395
H -1.249 1.223 5.540
H -3.752 0.048 3.322
H -3.082 -1.207 4.384
H -3.046 -1.427 2.622
H 1.047 -0.617 3.752
H 0.120 -1.783 2.751
H -0.113 -1.709 4.499

These are the Mulliken partial charges, in e, on atoms 1 to 2: 0.334, -0.198

=====

2.
C3H4BrFO | the ωB97M-V functional and the def2-TZVPD basis

Results
ΔE to the lowest compared entry with this formula, charge and spin: 85.36 kJ/mol
orbital gap: 10.9829 eV

Geometry (Å):
C -0.456 1.830 -1.840
C -0.063 0.187 0.172
C 0.716 0.558 -1.106
O -1.537 1.610 -2.264
F 0.133 3.028 -1.772
Br 0.990 -0.813 -2.481
H -0.281 1.054 0.740
H -1.023 -0.113 -0.153
H 0.465 -0.630 0.681
H 1.682 0.963 -0.821

These are the Mulliken partial charges, in e, on atoms 1 to 2: 0.532, -1.185